C31H35AsBrLaN5O7S | ωB97M-V with the def2-TZVPD basis set

Geometry (Å):
La -0.4908 0.0077 0.5729
Br -3.8441 0.0293 1.2069
As -1.7065 3.0911 3.0319
S 2.2350 -0.0753 -1.5217
O -1.3389 1.6198 2.3164
O 0.6006 4.2846 -0.1086
O 4.3667 3.9147 5.2195
O 3.0407 5.4060 4.1311
O -1.3386 -1.8064 2.2853
O 0.0168 2.1382 -0.2932
O 0.8799 -1.9949 1.0862
N 1.1528 0.4344 -3.8790
N 1.6732 1.3874 1.8004
N 2.5753 -1.3528 -3.9145
N -0.7137 -2.8572 2.4808
N 0.3896 -2.9317 1.8120
C -0.3547 3.8626 4.2897
C 2.2290 3.6183 2.2909
C -5.7321 -0.2418 -0.8046
C 3.7707 -1.8346 -3.3244
C 2.8701 1.8771 3.7973
C -6.2247 -0.5206 -2.0984
C 1.2694 -4.7686 3.1889
C 3.0385 -5.4423 1.1651
C -1.8190 -1.4420 -3.7072
C 0.3592 1.5241 -3.2929
C 2.2451 0.9727 2.9156
C 2.1752 -4.3593 1.0054
C -2.4257 4.2845 1.6863
C -4.0089 -1.0805 -2.7911
C 0.7156 3.1325 0.2545
C 3.4999 4.2725 4.3967
C -2.0270 -0.9257 -1.3150
C 1.2482 0.5292 -5.2809
C -3.1549 -1.3846 -3.8362
C 2.9871 -6.2284 2.3531
C 1.6195 2.6549 1.4302
C 2.1313 -5.8942 3.3567
C 1.2573 -4.0659 1.9985
C 1.7674 -2.3566 -4.5650
C -3.4225 -0.8573 -1.5086
C 1.9218 -0.3602 -3.1515
C -1.2227 -1.2724 -2.4221
C -3.3342 2.9190 4.1895
C -5.3941 -1.0086 -3.0292
C 2.8943 3.2224 3.4619
C -4.4072 -0.3445 -0.6010
H 0.6398 -4.4598 4.0390
H 2.2513 0.2710 -5.6237
H 3.6174 -2.4870 -2.4516
H 2.0606 -6.4547 4.3215
H -1.6480 4.7812 1.1164
H 1.0675 -1.9515 -5.3261
H 0.0671 1.2703 -2.2842
H 4.3782 -0.9804 -3.0859
H 1.0323 1.5671 -5.5149
H 3.3758 1.6332 4.7172
H -3.0286 5.0475 2.2682
H -5.7093 -1.3754 -3.9953
H 4.2674 -2.3420 -4.1307
H 2.4108 -3.0340 -5.1280
H -0.9892 4.5147 4.8838
H 0.5389 -0.0295 -5.8991
H -7.2820 -0.4546 -2.3510
H 0.4416 4.4243 3.7682
H -0.1509 -1.3604 -2.3262
H -3.0835 2.5081 5.1374
H -6.4007 0.0263 0.0232
H 3.6470 -7.0839 2.4926
H -3.0347 3.6352 1.0836
H -3.5722 -1.6508 -4.7908
H 2.1660 4.6775 2.0902
H 2.2362 -0.1053 3.0449
H 2.1419 -3.8099 0.0659
H 0.1193 2.9922 4.8107
H -4.1760 2.3732 3.7012
H 3.7705 -5.6251 0.3569
H -3.7640 3.9462 4.2958
H -1.1481 -1.5514 -4.5678
H 1.1750 -2.8812 -3.8415
H 1.0590 2.3439 -3.2404
H -0.4465 1.8483 -3.9384

Summary:
Kohn-Sham gap (Ha): 0.2728
Total charge: -1
ΔE to the lowest compared entry with this formula, charge and spin (kcal/mol): 0.00
E_HOMO (eV): -5.3

=====

C31H35AsKN10O7 | ωB97M-V with the def2-TZVPD basis set

Geometry (Å):
As -2.8174 0.5342 0.7804
K 0.4085 0.1041 -0.2483
O 0.0428 -0.1906 2.2188
O 2.0879 3.0293 7.1365
O -0.7506 -1.5632 4.3927
O 2.4827 4.4402 5.5608
O 2.2224 2.4282 0.7184
O 0.6993 -1.4005 5.9715
O -0.0060 2.5540 0.5947
N 0.5228 -3.0523 -0.2359
N -1.3224 -1.7732 -1.5521
N 1.4396 0.4855 -2.7258
N -3.3544 -1.7478 -2.7180
N 2.5741 -1.3822 0.7724
N -0.6329 -3.7656 -0.5419
N 2.4249 2.1760 -4.0471
N 2.0706 3.3565 5.9550
N 0.7917 2.6691 -2.4331
N 0.1358 -0.9568 4.9708
C 3.9910 -0.8550 2.6293
C 3.0570 1.1922 -4.9001
C 1.5444 2.4336 4.9879
C 3.3208 -1.7676 3.4257
C 1.5132 2.7830 3.6205
C 2.2708 -2.4811 2.8761
C -2.7781 1.5808 2.4242
C -4.8753 -3.6366 -2.7890
C -3.6724 -3.0624 -2.3861
C 0.7340 -2.9427 1.0100
C 1.0219 4.1072 -2.5230
C 1.9251 -2.2542 1.5485
C 1.0803 2.3636 1.2133
C 2.3600 4.4209 -3.1596
C 1.0925 1.2051 5.4068
C -2.2090 -1.1805 -2.2553
C 1.0007 1.9388 2.6851
C -3.5854 -1.1136 1.5183
C 0.4727 0.6271 3.0612
C -4.2436 -5.6765 -1.6796
C -3.0527 -5.1001 -1.2828
C -1.4990 -3.1187 -1.2221
C -5.1554 -4.9411 -2.4345
C 2.5036 3.5737 -4.4085
C -4.4987 1.2612 0.0369
C 3.4822 0.0027 -4.0585
C 3.5804 -0.7013 1.3122
C 0.5549 0.3347 4.4771
C 1.5704 1.7216 -3.0600
C 2.2583 -0.5427 -3.3365
C -2.7490 -3.7868 -1.6338
H 2.5584 -1.2501 -2.5589
H -4.4725 -6.6962 -1.4002
H -2.3002 2.5344 2.2046
H 3.1673 4.1775 -2.4656
H -2.8341 -1.5695 2.1646
H 0.0411 -3.3486 1.7481
H 4.2285 0.3373 -3.3331
H -5.5801 -3.0548 -3.3713
H -4.3259 2.2686 -0.3426
H 0.4786 2.4366 -1.4934
H 2.3809 0.8647 -5.7037
H -5.2854 1.2929 0.7932
H 1.9283 3.7337 3.3152
H -2.3298 -5.6436 -0.6899
H 4.0453 0.0442 0.6775
H -6.0906 -5.3906 -2.7421
H -4.0211 -1.1753 -3.2057
H 1.6836 -3.1615 3.4798
H -4.8340 0.6313 -0.7903
H 1.6514 -1.1189 -4.0482
H 4.7900 -0.2400 3.0201
H 1.7306 3.8522 -5.1414
H 1.1452 0.9228 6.4471
H -2.0678 -0.1345 -2.5128
H 2.4237 5.4822 -3.4066
H 3.5815 -1.8956 4.4685
H 3.9410 -0.7679 -4.6821
H -3.7819 1.7263 2.8260
H -3.8183 -1.8065 0.7064
H -2.1634 1.0449 3.1456
H 0.2218 4.5776 -3.1074
H -4.4909 -0.9177 2.0951
H 3.4729 3.7410 -4.8847
H 3.9195 1.6658 -5.3749
H 0.9716 4.5070 -1.5100

Summary:
Kohn-Sham gap (Ha): 0.2419
Total charge: -1
ΔE to the lowest compared entry with this formula, charge and spin (kcal/mol): 8.82
E_HOMO (eV): -4.8

=====

C31H35BCl3LiN5O5S | ωB97M-V with the def2-TZVPD basis set

Geometry (Å):
Cl -5.5038 2.0037 2.7310
Cl -3.3246 2.7832 4.4676
Cl -3.9990 0.0007 4.1302
S 2.6032 -0.6781 0.0535
O -2.7453 2.6664 1.4923
O 3.2996 -0.3453 -1.2098
O -1.2199 1.2513 -2.1728
O -2.4746 0.4147 1.6762
O 0.1725 2.6542 -1.0678
N -0.9592 -1.9861 1.5247
N 0.4687 0.0648 2.4706
N -1.5033 -3.6252 -1.6647
N -0.2135 -0.1528 4.5708
N -0.0297 -2.1015 -0.9922
C 1.1568 3.2725 4.9604
C 3.1127 -3.1969 -0.8895
C -0.9315 -3.1233 -2.8186
C -3.8771 1.5703 3.2975
C 3.8238 -0.2760 1.3596
C -2.9059 2.9357 -2.1893
C 0.7758 1.2256 3.1551
C 0.3664 1.1006 4.4928
C -0.8511 4.7724 -1.5350
C 2.3316 -4.4933 1.4348
C -1.2754 -3.2017 0.8241
C -1.5593 2.4602 -4.2293
C -2.8617 1.5521 1.9693
C 2.6672 -5.2322 0.3065
C -1.1253 -3.4148 -4.1617
C -0.7548 -2.0195 2.9513
C 0.5727 2.1075 5.4245
C 1.3370 2.4119 2.6937
C -0.9248 -2.9638 -0.6131
C -0.0052 -2.1630 -2.3759
C -0.3760 3.4480 -2.1246
C 1.5105 3.4286 3.6137
C -1.5168 2.5466 -2.7049
C 2.7643 -2.4655 0.2345
C 3.0630 -4.5811 -0.8556
C 0.7644 -1.4601 -3.2975
C 2.3695 -3.1089 1.4004
C -0.3401 -2.7196 -5.0639
C 0.5905 -1.7652 -4.6352
C 0.7527 3.7115 -3.1278
C -0.1510 -0.6991 3.3194
B -0.3159 1.3393 -1.0969
Li -0.0450 -0.1868 0.3405
H 4.7849 -0.6981 1.0736
H 1.3192 4.0971 5.6432
H 3.3205 -5.1502 -1.7400
H -0.6506 -4.0137 1.2134
H -2.4157 1.8508 -4.5232
H -1.8684 -4.1360 -4.4803
H 2.6101 -6.3135 0.3321
H 1.1843 -1.2473 -5.3783
H -0.4574 -2.8986 -6.1256
H -2.2842 -4.2520 -1.6173
H 1.5677 2.5254 1.6408
H -1.6679 -2.1780 3.5463
H -0.8211 -0.4616 5.3078
H -1.4238 5.3540 -2.2617
H 3.8736 0.8110 1.3931
H 0.2677 1.9996 6.4580
H -0.6618 1.9823 -4.6195
H -3.6169 2.1768 -2.5210
H 0.4164 4.3496 -3.9483
H 2.0866 -2.5251 2.2694
H -3.2264 3.9080 -2.5715
H 1.9043 4.3824 3.2856
H -1.6377 -1.2483 1.3129
H 1.1232 2.7652 -3.5221
H 1.4605 -0.7011 -2.9653
H -1.6708 3.4526 -4.6730
H 2.0315 -5.0063 2.3416
H -0.0562 -2.8300 3.1935
H 3.4044 -2.6528 -1.7790
H -2.3242 -3.5304 0.9116
H 0.0192 5.3552 -1.2268
H -1.4619 4.5876 -0.6517
H 3.4904 -0.6676 2.3199
H -2.9088 2.9469 -1.0983
H 1.5757 4.2044 -2.6084

Summary:
Kohn-Sham gap (Ha): 0.1779
Total charge: -1
ΔE to the lowest compared entry with this formula, charge and spin (kcal/mol): 3.23
E_HOMO (eV): -2.8